Record 1
Here is a cluster of 2 separate species, C8H17IN2S in total at a distorted geometry from the OMol25 dataset. Energies are from ωB97M-V with the def2-TZVPD basis set.

```
29
Properties=species:S:1:pos:R:3:lowdin_charge:R:1
C 0.6126 0.1602 1.6291 -0.5877
H 1.8300 -1.1411 -2.6478 0.0851
H 2.3703 1.2518 -1.7682 0.1298
H -0.2322 2.1991 3.0570 0.0963
C -2.6713 -0.6951 -2.5586 -0.0971
H 1.5874 2.2202 3.5615 0.0612
H 2.4613 -0.5838 -0.2672 0.1046
H 0.5725 1.4710 -1.4938 0.0944
H -3.7228 -0.6114 -2.5455 0.0379
H -2.7102 -2.5255 -1.1138 0.0585
C -2.3447 -1.4592 -1.0983 -0.0940
H -2.3848 -1.3373 -3.4262 0.0709
H -0.4583 -2.5342 2.4186 -0.0360
C 1.4665 -0.3649 -0.6257 -0.4501
N 0.4388 -0.4962 0.3119 -0.3736
I 2.3559 -0.9056 2.7476 0.6255
H -0.1997 -0.0381 2.3039 0.0590
H -2.6518 -0.8348 -0.3862 -0.0307
C 1.0208 1.5436 1.4611 -0.3768
H 1.9346 1.6798 0.9925 0.0803
H 0.7813 3.5416 2.3582 0.1101
H 0.0087 -0.9624 -2.1585 0.0916
H -2.2025 0.2716 -2.5502 0.0429
S -0.4000 -2.0579 0.2804 0.9205
C 0.8616 2.4135 2.7292 -0.1107
N -1.0821 -2.2014 1.6805 -0.4076
H 0.2903 1.9558 0.8013 0.1039
C 1.1120 -0.6932 -2.0363 -0.1010
C 1.3559 0.7338 -1.6564 -0.1073
```

Output
Energy relative to the best compared isomer or geometry (same formula, charge and spin)   84.0 kcal per mole
E_LUMO (spin up / spin down)   -0.526 / -0.575 eV
Energy   -30482.05073 eV
Kohn-Sham gap (spin up / spin down)   7.34 / 7.30 eV

Record 2
Here is an isolated molecule of C19H19Cl2NO2S from the OMol25 dataset. Energies are from ωB97M-V with the def2-TZVPD basis set.

```
44
Properties=species:S:1:pos:R:3:lowdin_charge:R:1
C -4.2944 -1.1744 -3.2567 -0.0990
H 2.2876 -0.9268 1.3462 0.1148
C 3.7370 1.3089 4.4084 -0.0975
C -2.9381 1.2268 -2.9481 -0.1039
O -0.2726 1.5646 2.6918 0.0777
C 2.0326 1.0286 2.7336 -0.1470
H 4.0553 1.2747 5.4385 0.1048
C 4.2378 1.7435 2.0894 -0.0924
C 0.9806 -1.8527 -0.1120 -0.0842
C -1.0089 -0.6173 1.2337 -0.1153
H -2.3885 -2.0355 -3.6718 0.1085
Cl -6.6994 -0.0614 -2.7633 0.6787
C 1.2929 -1.3682 1.3135 -0.1202
H -1.2458 0.6830 -0.4738 0.1243
N 0.3242 -0.3854 1.7380 -0.0473
H 1.2711 -2.2251 2.0010 0.1303
H -4.8296 -2.1019 -3.3850 0.1071
H 0.3028 -2.7065 -0.0934 0.1258
C -2.9216 -1.1340 -3.4089 -0.1016
C -2.2389 0.0617 -3.2351 -0.5501
C 0.1440 -1.1862 -2.3796 -0.3700
H 1.9074 -2.1582 -0.5962 0.1262
H 0.8863 1.0369 -1.5125 0.0685
C 2.9374 1.4166 1.7505 -0.0254
C 0.3226 -0.7265 -0.9230 -0.5704
H -1.8385 -0.9617 -0.7296 0.1164
C 0.5979 0.7717 2.3819 -0.4207
C 4.6300 1.6830 3.4175 -0.6747
H -0.5221 -2.0419 -2.4544 0.0808
H 4.9429 2.0456 1.3310 0.1057
C -4.3123 1.1946 -2.8074 -0.0966
H 2.6192 1.4572 0.7193 0.1087
H 1.1166 -1.4440 -2.8000 0.0874
O 1.2060 0.3723 -0.8862 -0.0245
H -1.6864 0.0660 1.7474 0.1242
H -4.8590 2.0958 -2.5804 0.1082
S -0.4766 0.1630 -3.4497 0.9759
H 1.7270 0.7116 4.8266 0.1235
H -2.4018 2.1564 -2.8375 0.1089
C -1.0387 -0.3711 -0.2817 -0.0792
H -1.2959 -1.6476 1.4648 0.1301
C 2.4360 0.9899 4.0617 -0.0094
Cl 6.2577 2.0841 3.8444 0.6676
C -4.9840 -0.0098 -2.9527 -0.6747
```

Output
SMILES string   O=C(c1ccc(Cl)cc1)N1CCC(O)(CSc2ccc(Cl)cc2)CC1
Energy relative to the best compared isomer or geometry (same formula, charge and spin)   2.2 kcal per mole
E_LUMO   0.499 eV
Energy   -61477.62560 eV
Kohn-Sham gap   9.29 eV

Record 3
Here is a cluster of 2 separate species, C6H12O in total from the OMol25 dataset. Energies are from ωB97M-V with the def2-TZVPD basis set.

```
19
Properties=species:S:1:pos:R:3:lowdin_charge:R:1
C -1.3162 1.2754 0.9309 -0.1513
C -2.1266 -1.2602 -1.0243 -0.0323
H 0.0113 -0.9410 1.6039 0.1451
C 2.6172 0.6880 -0.2224 -0.0452
C -0.3004 0.6449 0.0508 -0.0045
H -2.3590 -1.2623 0.0454 0.0282
O 1.1829 -1.3193 -0.1109 -0.0019
H -1.4079 -0.4642 -1.2586 -0.0018
C 0.3978 -0.4380 0.7083 -0.3275
H -1.7167 0.6779 1.7675 0.0742
H 3.5619 0.2746 -0.5905 0.0821
H 1.9957 0.9834 -1.0679 0.0746
H 2.4269 -0.7331 1.4708 0.1431
H -1.6750 -2.2157 -1.2995 0.0346
H -3.0433 -1.0866 -1.5923 0.0293
H -0.7820 2.1394 1.3622 0.0981
C 1.8993 -0.3569 0.5902 -0.3057
H -2.1388 1.7077 0.3508 0.0774
H 2.8423 1.5711 0.3844 0.0838
```

Output
Energy relative to the best compared isomer or geometry (same formula, charge and spin)   113.1 kcal per mole
E_LUMO   0.135 eV
Energy   -8459.44860 eV
Kohn-Sham gap   8.49 eV

Record 4
Here is the ion CH4N3O with charge +1 at a distorted geometry from the OMol25 dataset. Energies are from ωB97M-V with the def2-TZVPD basis set.

```
9
Properties=species:S:1:pos:R:3:lowdin_charge:R:1
N -1.4756 -0.9017 -0.5573 0.2653
N 0.7740 -0.4885 -0.1877 0.0691
O 1.7122 0.4020 -0.0421 -0.0605
H -1.2178 -1.3603 -1.3462 0.1164
H -2.4193 -0.8131 -0.1966 0.1695
C -0.5948 -0.3393 0.1698 -0.0720
H 2.4672 1.8778 0.4665 0.1017
H -0.7715 0.0847 1.2103 0.1825
N 1.5256 1.5384 0.4835 0.2280
```

Output
Energy relative to the best compared isomer or geometry (same formula, charge and spin)   149.0 kcal per mole
Charge   +1
E_LUMO (spin up / spin down)   -7.008 / -6.385 eV
Energy   -7606.54563 eV
Kohn-Sham gap (spin up / spin down)   8.51 / 9.24 eV

Record 5
Here is a cluster of 2 separate species, C3H9BO2S in total at a distorted geometry from the OMol25 dataset. Energies are from ωB97M-V with the def2-TZVPD basis set.

```
16
Properties=species:S:1:pos:R:3:lowdin_charge:R:1
S 1.2217 1.6992 1.3095 0.8560
H 1.9398 -1.8887 -1.0701 0.0809
B -0.0269 -1.3309 -0.9704 -0.7506
O -0.4574 -1.6402 0.2526 0.0970
C -0.6729 1.6620 1.3363 -0.2863
H -0.8008 2.6792 1.7103 0.0228
H -0.9609 1.6065 0.4018 -0.0565
H -0.4574 0.4909 -2.1585 0.0473
O 1.2910 -1.2671 -1.3413 0.1446
H -1.5627 -0.8279 -2.5843 0.0169
H 2.5701 -0.0124 1.6009 -0.0792
H -1.8242 0.0793 -1.1752 0.0616
H 0.3045 -1.8792 0.9582 0.1496
H -1.0653 0.8493 1.9862 0.0749
C -1.0289 -0.3508 -1.8332 0.0055
C 1.5303 0.1308 1.5773 -0.3847
```

Output
Energy relative to the best compared isomer or geometry (same formula, charge and spin)   68.4 kcal per mole
E_LUMO   0.020 eV
Energy   -18862.67222 eV
Kohn-Sham gap   8.74 eV

Record 6
Here is a cluster of 2 separate species, C2H4BrN in total at a distorted geometry from the OMol25 dataset. Energies are from ωB97M-V with the def2-TZVPD basis set.

```
8
Properties=species:S:1:pos:R:3:lowdin_charge:R:1
N -0.4346 -0.2457 0.7108 0.0398
H 0.0876 1.3891 -0.3627 0.0843
C 0.4732 -0.7101 -0.2358 -0.1851
Br -3.1689 -0.0600 -0.2902 -0.1411
C 0.4898 0.7052 0.3039 -0.1893
H 1.1816 1.2136 1.0919 0.1543
H 0.2449 -0.7967 -1.3124 0.1304
H 1.1265 -1.4954 0.0945 0.1066
```

Output
Energy relative to the best compared isomer or geometry (same formula, charge and spin)   101.4 kcal per mole
E_LUMO (spin up / spin down)   -3.301 / -3.296 eV
Energy   -73666.59312 eV
Kohn-Sham gap (spin up / spin down)   6.21 / 6.22 eV

Record 7
Here is an isolated molecule of CH6N2 at a distorted geometry from the OMol25 dataset. Energies are from ωB97M-V with the def2-TZVPD basis set.

```
9
Properties=species:S:1:pos:R:3:lowdin_charge:R:1
C 0.4541 0.3247 -0.2207 -0.3643
N -0.0910 -0.9036 -0.8232 -0.0229
H -1.3162 0.7943 0.7767 0.0638
H 0.5706 -1.5867 -1.1636 0.0510
H -0.0441 0.2361 1.7942 0.0584
N -0.3196 0.7191 0.9532 -0.0228
H 0.3940 1.1005 -0.9816 0.0922
H 1.4679 0.2171 0.1803 0.1026
H -0.7779 -1.2763 -0.1902 0.0422
```

Output
SMILES string   NCN
Energy relative to the best compared isomer or geometry (same formula, charge and spin)   5.3 kcal per mole
E_LUMO   1.297 eV
Energy   -4114.10184 eV
Kohn-Sham gap   10.31 eV

Record 8
Here is an isolated molecule of C5H6S2 at a distorted geometry from the OMol25 dataset. Energies are from ωB97M-V with the def2-TZVPD basis set.

```
13
Properties=species:S:1:pos:R:3:mulliken_spin:R:1
S -1.6545 -1.8593 0.0060 0.3396
H -1.3571 1.7830 -0.3278 0.0356
H -2.9324 -0.1872 0.9772 0.0339
H 0.3919 0.6102 -1.5972 -0.0124
H 0.6647 -0.8493 1.4877 0.0041
S 2.7336 -0.7071 0.0707 0.0032
H 0.2296 -1.9965 -1.3820 0.0151
C -2.1308 -0.1729 0.2733 0.6264
H 2.9289 -1.9495 0.4857 0.0187
C 0.0108 -1.3064 -0.6082 0.0155
C -1.2364 0.7287 -0.1344 0.5948
C 0.9968 -0.8691 0.4291 0.4045
C 0.0045 0.1444 -0.6964 -0.0790
```

Output
2S+1   3
Energy relative to the best compared isomer or geometry (same formula, charge and spin)   36.7 kcal per mole
E_LUMO (spin up / spin down)   0.722 / -1.869 eV
Energy   -26947.08667 eV
Expectation value of S²   2.018
Kohn-Sham gap (spin up / spin down)   5.85 / 7.61 eV